(1)
ORCA calculation (ωB97M-V/def2-TZVPD) on C4H12N4 in the gas phase at a distorted geometry.

Geometry as XYZ:
```
20
Properties=species:S:1:pos:R:3:forces:R:3:lowdin_charge:R:1
C 2.10963 -1.69099 -0.09460 0.03 0.09 -0.17 -0.155
N 1.00469 -1.41543 0.80326 -0.71 2.60 0.62 -0.061
C 0.36901 0.02853 0.73943 2.94 -5.73 -0.57 -0.336
N 1.28142 1.00028 1.06200 -0.57 -0.25 -0.04 0.119
C -0.82863 0.02106 0.22606 -1.50 5.72 0.13 -0.216
C -1.66424 -0.88578 -0.59628 0.08 -0.06 0.21 -0.070
N -1.27321 1.62038 0.33111 -0.37 -3.06 -0.34 -0.118
N -0.93672 2.30738 -0.87057 -0.08 0.02 -0.49 -0.049
H 2.81867 -0.86549 -0.05198 0.03 -0.05 -0.04 0.067
H 2.62283 -2.60107 0.22941 -0.01 0.09 -0.02 0.071
H 1.80890 -1.82644 -1.14339 0.03 0.07 0.01 0.070
H 0.29498 -2.13677 0.74067 -0.07 0.44 0.02 0.083
H 0.84814 1.91218 1.09449 0.23 0.01 0.27 0.076
H 1.90059 0.72507 1.81146 -0.17 0.27 0.08 0.097
H -2.26192 -0.26644 -1.27325 0.01 -0.22 0.03 0.072
H -1.05205 -1.55292 -1.20571 -0.02 -0.02 0.01 0.073
H -2.33623 -1.49305 0.01536 -0.11 -0.01 -0.13 0.074
H -2.28859 1.56133 0.43148 0.20 0.32 0.07 0.080
H -0.74997 3.28356 -0.66643 -0.10 -0.16 0.12 0.061
H -1.66731 2.27461 -1.58251 0.16 -0.06 0.22 0.062
```
Forces are in eV/Å.

Output
- Max |F|: 6.47 eV/A
- Net charge: 0
- Orbital gap: 8.89 eV


(2)
ORCA calculation (ωB97M-V/def2-TZVPD) on 2 unconnected molecules or ions with the total composition C3H10N2OS.

Geometry as XYZ:
```
17
Properties=species:S:1:pos:R:3:forces:R:3:lowdin_charge:R:1
C -0.96720 -0.80904 -0.07062 0.01 0.00 0.19 -0.047
C -0.67482 0.45065 -0.82089 -0.16 -0.30 -0.44 -0.459
C -0.61199 0.31749 -2.31611 0.04 0.28 0.06 -0.037
N -0.52783 1.52339 -0.17440 0.05 0.53 0.42 0.119
H -2.04783 -0.91006 0.03135 -0.10 -0.07 -0.09 0.093
H -0.54416 -0.77534 0.92976 -0.01 -0.04 0.00 0.042
H -0.59142 -1.67961 -0.60247 0.01 -0.11 -0.02 0.081
H -1.47026 -0.24368 -2.68190 -0.03 -0.05 -0.04 0.083
H -0.58027 1.29004 -2.80348 0.00 0.02 -0.03 0.076
H 0.28788 -0.23626 -2.58508 0.02 -0.07 -0.03 0.087
H -0.35266 2.35733 -0.72989 -0.04 -0.19 -0.25 0.082
N 1.56708 -1.16371 2.07153 0.39 0.35 0.11 -0.337
S 1.99523 0.47590 1.83103 -0.14 -0.32 0.18 0.754
O 0.62955 1.25408 2.24608 0.02 0.08 0.25 -0.518
H 1.87419 -1.73258 1.29641 -0.15 -0.07 -0.13 0.012
H 1.94784 -1.53395 2.93433 -0.03 0.04 -0.03 0.015
H 0.06666 1.41536 1.44434 0.12 -0.09 -0.15 -0.046
```
Forces are in eV/Å.

Output
- Max |F|: 0.67 eV/A
- Net charge: 0
- Orbital gap: 8.86 eV


(3)
ORCA calculation (ωB97M-V/def2-TZVPD) on a molecular structure, C4H2LiO2Zn at a distorted geometry.

Geometry as XYZ:
```
10
Properties=species:S:1:pos:R:3:forces:R:3:lowdin_charge:R:1
O -1.13835 1.20043 -0.88119 -1.08 0.52 -0.30 -0.153
C -1.94089 0.41524 -0.08236 0.99 -1.02 0.07 -0.222
C -1.60516 -0.44032 0.78731 -0.61 0.66 -0.86 0.061
C 0.79620 -0.05054 0.90032 0.65 2.65 0.74 -0.215
C 1.43701 -1.05246 0.42060 -3.55 -1.25 -2.73 -0.429
O 1.25806 -2.05285 -0.26725 1.61 -0.36 0.58 -0.101
Li -0.81048 -1.62747 -1.08228 0.80 -0.23 0.59 0.806
H -1.65485 1.69406 -1.53377 -0.26 0.00 0.07 0.138
H -1.99734 -1.17973 1.47565 0.58 0.34 0.20 0.088
Zn 0.75271 1.55658 -0.25513 0.86 -1.31 1.64 1.027
```
Forces are in eV/Å.

Output
- Max |F|: 4.65 eV/A
- Net charge: +1
- Orbital gap (spin up / spin down): 5.72 / 5.72 eV


The following M values (in Da) correspond, in order, to the records above: 116.168 122.193 154.389.
The following DFT total energy values (in hartree) correspond, in order, to the records above: -378.52893 -703.21667 -2090.45757.
The following energy relative to the best compared isomer or geometry (same formula, charge and spin) values (in eV) correspond, in order, to the records above: 2.9749 1.5284 4.8085.